Model w:
The following is a DFT calculation (the ωB97M-V functional and the def2-TZVPD basis) of a 2-piece molecular cluster, H3NOPS overall.

Summary:
- Frontier orbital gap (alpha / beta): 7.946 / 3.420 eV
- Total charge: -1
- Lowest unoccupied orbital energy (alpha / beta): 3.699 / 2.022 eV

Geometry as XYZ:
```
7
Properties=species:S:1:pos:R:3:mulliken_charge:R:1
N 1.578 0.543 -0.168 -0.420
O -2.972 -0.842 -0.633 -0.525
P -2.236 0.157 0.175 -0.027
S 3.002 -0.348 -0.583 -0.401
H 0.806 0.635 -0.874 0.207
H 1.364 0.501 0.812 0.233
H -1.542 -0.646 1.272 -0.066
```



Model x:
The following is a DFT calculation (the ωB97M-V functional and the def2-TZVPD basis) of a 2-piece molecular cluster, H3NOPS overall.

Summary:
- Frontier orbital gap: 5.659 eV
- Total charge: -1
- Lowest unoccupied orbital energy: 3.013 eV

Geometry as XYZ:
```
7
Properties=species:S:1:pos:R:3:mulliken_charge:R:1
N -1.898 -0.096 0.095 -0.032
O -2.781 0.076 -0.743 -0.296
P 1.784 -0.575 0.078 -0.119
S 1.838 1.171 -0.876 -0.659
H -0.965 0.588 0.028 0.259
H 0.391 -0.703 -0.071 -0.100
H 1.631 -0.460 1.488 -0.053
```



Of them, model x has the lowest stability.



Model w:
The following is a DFT calculation (the ωB97M-V functional and the def2-TZVPD basis) of a 2-piece molecular cluster, C2H3ClN2 overall.

Summary:
- Frontier orbital gap (alpha / beta): 10.029 / 8.138 eV
- Lowest unoccupied orbital energy (alpha / beta): -1.798 / -1.411 eV

Geometry as XYZ:
```
8
Properties=species:S:1:pos:R:3:mulliken_charge:R:1
C -1.239 0.326 -1.499 0.368
C -0.710 -0.249 -0.386 -0.213
N -1.736 0.522 -2.537 -0.348
N 1.865 0.260 1.082 -0.504
Cl -1.716 -0.159 0.989 -0.107
H 0.338 -0.325 -0.211 0.216
H 1.776 -0.608 0.585 0.324
H 1.422 0.234 1.979 0.264
```



Model x:
The following is a DFT calculation (the ωB97M-V functional and the def2-TZVPD basis) of one molecule with the formula C2H3ClN2.

Summary:
- Frontier orbital gap: 10.272 eV
- Structure (SMILES): N#CNCCl
- Lowest unoccupied orbital energy: 0.106 eV

Geometry as XYZ:
```
8
Properties=species:S:1:pos:R:3:mulliken_charge:R:1
N 2.725 -0.169 -0.094 -0.389
C 1.588 0.111 -0.075 0.336
N 0.204 0.430 -0.168 -0.304
C -1.012 -0.091 0.051 -0.243
Cl -0.480 -2.018 0.236 -0.245
H 0.120 1.499 -0.103 0.258
H -1.494 0.160 1.034 0.279
H -1.650 0.078 -0.882 0.309
```



Of them, model w has the lowest stability.



Model w:
The following is a DFT calculation (the ωB97M-V functional and the def2-TZVPD basis) of one molecule with the formula C2H3ClN2.

Summary:
- Frontier orbital gap: 11.320 eV
- Structure (SMILES): N#C[C@H](N)Cl
- Lowest unoccupied orbital energy: 0.655 eV

Geometry as XYZ:
```
8
Properties=species:S:1:pos:R:3:mulliken_charge:R:1
N 0.195 0.278 -2.341 -0.359
C 0.510 0.233 -1.250 0.277
C 0.607 0.198 0.139 -0.066
N -0.685 -0.970 0.470 -0.618
Cl -0.072 1.768 0.649 -0.133
H 1.482 -0.136 0.676 0.353
H -0.588 -1.012 1.508 0.257
H -1.450 -0.357 0.149 0.288
```



Model x:
The following is a DFT calculation (the ωB97M-V functional and the def2-TZVPD basis) of one molecule with the formula C2H3ClN2.

Summary:
- Frontier orbital gap: 9.672 eV
- Lowest unoccupied orbital energy: 0.795 eV

Geometry as XYZ:
```
8
Properties=species:S:1:pos:R:3:mulliken_charge:R:1
C -0.400 -1.275 -1.862 -0.230
C 0.362 0.779 1.162 -0.110
N -0.172 -0.849 -0.759 0.387
N 0.385 -0.448 0.301 -0.653
Cl -0.187 2.085 0.041 -0.205
H -0.993 -1.933 -2.258 0.284
H 1.376 0.808 1.448 0.288
H -0.370 0.833 1.927 0.239
```



Of them, model x has the lowest stability.